Entry 1:
{"formula": "C4H10N2S2", "method": "ωB97M-V with the def2-TZVPD basis set", "e_above_lowest_kcal_mol": 105.26, "gap_ev": 7.596, "e_homo_ev": -7.54, "energy_ha": -1064.12950, "species": ["C", "C", "C", "C", "N", "N", "S", "S", "H", "H", "H", "H", "H", "H", "H", "H", "H", "H"], "coordinates": [[0.8843, 0.8420, -1.3129], [1.8312, -0.1008, 0.9920], [-1.6512, 0.5002, 0.6391], [-0.7232, -1.6296, 0.1618], [0.5615, 0.3995, 0.4917], [-0.5256, -0.3407, 0.7036], [2.2214, 0.4176, -2.0907], [-0.4295, 1.6931, -1.9631], [2.5356, 0.3450, 0.3043], [1.8834, 0.5215, 1.8963], [1.7828, -1.2443, 1.0697], [-1.4542, 1.5140, 0.2698], [-2.4743, 0.0664, -0.0192], [-1.9723, 0.6153, 1.6707], [-1.1829, -1.5240, -0.7650], [0.1623, -2.2656, 0.2184], [-1.6549, -1.9469, 0.7440], [0.2056, 2.1373, -3.0106]], "mulliken_charge": [0.25, -0.68, -1.02, -1.00, -0.37, 0.17, -0.25, -0.16, 0.31, 0.29, 0.23, 0.48, 0.30, 0.27, 0.41, 0.28, 0.36, 0.14]}

---

Entry 2:
{"formula": "C4H10N2Si", "method": "ωB97M-V with the def2-TZVPD basis set", "e_above_lowest_kcal_mol": 65.97, "smiles": "CN1C=CN(C)[SiH2]1", "gap_ev": 6.774, "e_homo_ev": -6.54, "energy_ha": -557.30655, "species": ["C", "N", "C", "C", "N", "C", "Si", "H", "H", "H", "H", "H", "H", "H", "H", "H", "H"], "coordinates": [[0.2046, -0.8969, 2.4381], [-0.3053, -0.4476, 1.1856], [-0.2273, -1.3639, 0.1586], [-0.1179, -0.9716, -1.1323], [-0.2351, 0.3887, -1.4088], [0.1067, 1.0277, -2.6861], [-0.3489, 1.1962, 0.6605], [0.6613, -0.0029, 2.9678], [-0.7026, -1.1258, 3.2260], [0.9198, -1.7551, 2.2581], [-0.0302, -2.4854, 0.4428], [-0.0158, -1.7272, -2.0019], [0.2514, 0.1677, -3.5135], [-0.6109, 1.8445, -3.0277], [1.1659, 1.2908, -2.6818], [-1.5948, 1.9144, 1.2207], [0.8812, 1.8456, 1.2853]], "mulliken_charge": [-0.86, 0.20, -0.59, 0.08, -0.18, -0.74, 0.13, 0.28, 0.21, 0.33, 0.23, 0.26, 0.22, 0.25, 0.30, -0.04, -0.08]}

---

Entry 3:
{"formula": "C4H10N3", "method": "ωB97M-V with the def2-TZVPD basis set", "e_above_lowest_kcal_mol": 64.37, "total_charge": 1, "gap_ev": 10.318, "e_homo_ev": -13.58, "energy_ha": -322.35799, "species": ["C", "C", "C", "C", "N", "N", "N", "H", "H", "H", "H", "H", "H", "H", "H", "H", "H"], "coordinates": [[0.7401, 1.3856, 0.0434], [-0.6432, 1.2066, 0.1256], [1.2630, 0.1836, -0.4132], [-2.3190, -0.5164, -0.2363], [0.1933, -0.6468, -0.6504], [2.5258, -0.2857, -0.5260], [-0.9788, 0.0245, -0.3495], [1.1737, 2.2896, 0.4774], [-1.3695, 1.9017, 0.5308], [0.5462, -0.0947, 2.0870], [-2.9313, -0.3060, -1.0456], [-2.3798, -1.5782, -0.0302], [-2.5188, -0.0217, 0.6332], [0.3069, -1.5577, -0.9909], [2.5888, -1.2313, -0.9695], [3.2588, 0.2269, -0.9247], [0.5438, -0.9800, 2.2389]], "mulliken_charge": [-0.71, -0.11, 0.41, -0.76, -0.12, -0.42, 0.22, 0.35, 0.39, -0.13, 0.30, 0.37, 0.34, 0.16, 0.25, 0.29, 0.17]}

---

Entry 4:
{"formula": "C4H10N3", "method": "ωB97M-V with the def2-TZVPD basis set", "e_above_lowest_kcal_mol": 141.41, "total_charge": 1, "gap_ev": [9.298, 7.472], "e_homo_ev": [-14.03, -13.89], "energy_ha": -322.23522, "species": ["C", "C", "C", "C", "N", "N", "N", "H", "H", "H", "H", "H", "H", "H", "H", "H", "H"], "coordinates": [[-0.1955, 0.5399, -0.5742], [-1.0768, -0.0357, 1.5584], [0.0597, -1.0365, 1.8826], [1.1326, 0.3724, -2.5212], [-0.7131, 0.8786, 0.5924], [0.3921, -1.8580, 0.8418], [0.4260, 1.1332, -1.5138], [-1.9166, -0.4951, 1.1583], [-1.2622, 0.3443, 2.5721], [0.8285, -0.4772, 2.2411], [-0.5380, -1.7853, 2.6130], [1.9696, 0.9447, -2.9007], [1.2804, -0.6647, -2.0772], [0.3794, 0.0447, -3.3252], [-0.5882, 1.8028, 0.9264], [-0.4952, -1.8384, 0.2165], [0.3173, 2.1304, -1.6903]], "mulliken_charge": [0.21, -0.93, -0.32, -0.69, -0.05, -0.45, -0.09, 0.45, 0.38, 0.47, 0.31, 0.30, 0.28, 0.31, 0.27, 0.28, 0.28]}

---

Entry 5:
{"formula": "C4H10N3", "method": "ωB97M-V with the def2-TZVPD basis set", "e_above_lowest_kcal_mol": 104.47, "total_charge": 1, "gap_ev": 8.838, "e_homo_ev": -14.44, "energy_ha": -322.29409, "species": ["C", "C", "C", "C", "N", "N", "N", "H", "H", "H", "H", "H", "H", "H", "H", "H", "H"], "coordinates": [[1.2430, 0.7477, 2.4394], [0.3872, -0.1936, 0.3650], [-0.6047, -0.9656, -1.6764], [-0.6109, 1.4226, -1.0299], [1.0437, 0.4302, 1.2389], [-0.2660, 0.0464, -0.7035], [0.8659, -2.2589, 0.6645], [0.5045, 0.6212, 3.2275], [2.1992, 1.1884, 2.6964], [-0.0873, -0.7537, -2.6133], [-0.3055, -1.9412, -1.2996], [-1.6775, -0.9558, -1.8627], [0.1538, 1.8647, -1.6713], [-1.5628, 1.4316, -1.5592], [-0.7056, 2.0296, -0.1293], [1.8607, -2.2460, 0.4413], [0.7599, -2.3129, 1.6738]], "mulliken_charge": [-0.21, 0.64, -0.87, -0.98, -0.18, 0.00, -0.61, 0.29, 0.28, 0.35, 0.35, 0.32, 0.35, 0.34, 0.37, 0.28, 0.27]}

---

Entry 6:
{"formula": "C4H10N3", "method": "ωB97M-V with the def2-TZVPD basis set", "e_above_lowest_kcal_mol": 72.56, "total_charge": 1, "smiles": "CC[C@H]1[NH2+]N=C1N", "gap_ev": 11.405, "e_homo_ev": -14.70, "energy_ha": -322.34495, "species": ["C", "C", "C", "N", "N", "C", "N", "H", "H", "H", "H", "H", "H", "H", "H", "H", "H"], "coordinates": [[-1.3634, 0.3444, -1.0874], [-1.1387, 0.4574, 0.4323], [0.1293, -0.0807, 1.0388], [0.4581, -1.6454, 0.9162], [1.5020, -1.4051, -0.0480], [1.2991, -0.0862, -0.1136], [1.9163, 1.0244, -0.6412], [-0.4912, 0.7372, -1.5849], [-2.1453, 1.0150, -1.4362], [-1.6620, -0.7008, -1.3966], [-1.9775, 0.0706, 1.0731], [-1.1684, 1.5132, 0.5158], [0.4731, 0.3481, 1.9854], [0.8218, -2.1181, 1.7389], [-0.2766, -2.3370, 0.6358], [1.3073, 1.7934, -0.5004], [2.3160, 1.0697, -1.5281]], "mulliken_charge": [-1.12, -0.61, -0.08, 0.12, -0.71, 0.40, -0.41, 0.31, 0.40, 0.29, 0.37, 0.36, 0.36, 0.35, 0.38, 0.31, 0.28]}

---

Entry 7:
{"formula": "C4H10N3", "method": "ωB97M-V with the def2-TZVPD basis set", "e_above_lowest_kcal_mol": 62.47, "total_charge": 1, "gap_ev": 8.846, "e_homo_ev": -12.87, "energy_ha": -322.36101, "species": ["C", "C", "C", "C", "N", "N", "N", "H", "H", "H", "H", "H", "H", "H", "H", "H", "H"], "coordinates": [[-2.8437, 0.0146, -0.0975], [-0.5610, 1.4937, -0.0329], [-1.4534, 0.3027, 0.0570], [-0.7506, -1.0692, 0.1060], [-3.9537, -0.3330, -0.0172], [0.7195, 1.3338, 0.0521], [3.0891, -0.4346, -0.0740], [-0.9257, 2.4901, -0.2367], [0.2797, -1.0653, -0.4153], [-1.3150, -1.8310, -0.4095], [-0.4113, -1.3317, 1.1557], [-4.8803, -0.2355, -0.4683], [1.1536, 0.4054, 0.2505], [1.4063, 2.1401, 0.0888], [3.5526, 0.2915, 0.3784], [3.8127, -0.8521, -0.8492], [3.0813, -1.3193, 0.5122]], "mulliken_charge": [0.20, -0.12, 0.38, -1.19, -0.22, -0.23, -0.83, 0.42, 0.27, 0.38, 0.33, 0.35, 0.19, 0.27, 0.24, 0.29, 0.27]}

---

Entry 8:
{"formula": "C4H10N3", "method": "ωB97M-V with the def2-TZVPD basis set", "e_above_lowest_kcal_mol": 75.10, "total_charge": 1, "gap_ev": 9.034, "e_homo_ev": -12.74, "energy_ha": -322.34090, "species": ["C", "C", "C", "C", "N", "N", "N", "H", "H", "H", "H", "H", "H", "H", "H", "H", "H"], "coordinates": [[-2.0407, 0.8913, 1.0000], [0.4517, 0.6469, 0.1772], [-3.1883, -0.6744, -0.5443], [2.5890, -0.5936, 0.3613], [-2.8319, 0.2401, 0.4314], [0.9945, 1.6331, -0.5038], [1.1592, -0.3802, 0.5754], [-1.8293, 1.5968, 1.7610], [-2.3578, -0.8922, -1.2196], [-4.0312, -0.2678, -1.1075], [-3.5212, -1.5915, -0.0546], [2.8517, -1.5896, 0.7022], [2.8362, -0.5097, -0.6996], [3.1801, 0.1319, 0.9235], [1.9762, 1.6611, -0.7570], [0.4326, 2.4113, -0.8019], [0.6951, -1.0805, 1.1337]], "mulliken_charge": [0.19, 0.03, -0.68, -1.00, -0.08, -0.33, -0.14, 0.43, 0.34, 0.29, 0.29, 0.32, 0.34, 0.34, 0.19, 0.20, 0.25]}

---

Entry 9:
{"formula": "C4H10N3", "method": "ωB97M-V with the def2-TZVPD basis set", "e_above_lowest_kcal_mol": 74.06, "total_charge": 1, "gap_ev": 10.098, "e_homo_ev": -13.51, "energy_ha": -322.34256, "species": ["C", "C", "C", "C", "N", "N", "N", "H", "H", "H", "H", "H", "H", "H", "H", "H", "H"], "coordinates": [[0.9884, 1.2778, 0.1377], [-0.3836, 1.1711, 0.0215], [1.3906, -0.0150, -0.2240], [-2.2709, -0.5077, -0.4402], [0.2835, -0.8763, -0.2529], [2.6743, -0.3332, -0.5272], [-0.8682, -0.0596, -0.1064], [1.5016, 2.2206, 0.0493], [-1.1306, 2.0911, 0.2762], [-0.5208, -0.4070, 2.2496], [-3.0465, 0.2375, -0.4412], [-2.2560, -1.1882, -1.3754], [-2.6565, -1.2152, 0.3559], [0.2530, -1.8724, -0.0719], [2.9815, -1.1301, -1.0418], [3.2572, 0.4230, -0.4523], [-0.1970, 0.1836, 1.8432]], "mulliken_charge": [-0.61, -0.25, 0.59, -0.80, -0.22, -0.38, 0.29, 0.36, 0.27, 0.26, 0.35, 0.28, 0.33, 0.27, 0.23, 0.20, -0.19]}

---

Entry 10:
{"formula": "C4H10N3", "method": "ωB97M-V with the def2-TZVPD basis set", "e_above_lowest_kcal_mol": 143.54, "total_charge": 1, "gap_ev": [7.046, 7.444], "e_homo_ev": [-14.13, -14.14], "energy_ha": -322.23184, "species": ["C", "C", "C", "C", "N", "N", "N", "H", "H", "H", "H", "H", "H", "H", "H", "H", "H"], "coordinates": [[0.8563, -0.0561, 1.7771], [-0.1058, 1.0513, 1.8080], [1.4616, -0.2567, -0.6040], [-0.3601, -0.8200, -1.9670], [1.5111, -0.4251, 0.7819], [0.2629, 0.1623, -1.1401], [-1.0326, 0.9170, 0.6942], [1.1740, -0.6111, 2.7719], [-0.5841, 0.8621, 2.7748], [0.4206, 2.0534, 1.6990], [2.1859, 0.5249, -0.7055], [1.8447, -1.1216, -1.0352], [-1.2546, -0.4055, -2.4027], [0.4640, -1.0425, -2.7986], [-0.4572, -1.7372, -1.3817], [-1.6733, 0.1740, 0.8518], [-0.7302, 1.4215, -0.1337]], "mulliken_charge": [0.04, -0.43, -0.56, -0.83, -0.28, -0.18, -0.36, 0.37, 0.33, 0.30, 0.38, 0.46, 0.32, 0.35, 0.40, 0.27, 0.41]}

---

Entry 11:
{"formula": "C4H10N3O", "method": "ωB97M-V with the def2-TZVPD basis set", "e_above_lowest_kcal_mol": 112.63, "total_charge": 1, "gap_ev": 8.310, "e_homo_ev": -12.59, "energy_ha": -397.49978, "species": ["C", "C", "C", "C", "N", "N", "N", "O", "H", "H", "H", "H", "H", "H", "H", "H", "H", "H"], "coordinates": [[1.5368, 0.5663, 0.1245], [0.2587, -1.5890, 0.0036], [2.9090, 0.8219, -0.1491], [-2.0457, -0.1161, -0.7032], [1.0422, -0.7629, -0.1890], [0.5849, 0.9616, 0.7831], [-2.1325, 0.3801, 0.6486], [-0.5575, -2.4850, 0.0228], [-2.9187, 0.5842, 1.0344], [3.3465, -0.0821, -0.6295], [3.6213, 1.1861, 0.6700], [2.8822, 1.6772, -0.8518], [-2.7628, -0.9166, -1.0441], [-2.3012, 0.6503, -1.4590], [-1.1558, -0.6101, -0.8522], [0.5416, 1.7934, 1.3410], [-1.3424, 0.2053, 1.2249], [-1.5065, -2.2647, 0.0251]], "mulliken_charge": [0.51, 0.52, -0.89, -1.03, 0.06, -0.40, -0.23, -0.37, 0.12, 0.29, 0.32, 0.28, 0.38, 0.25, 0.31, 0.22, 0.21, 0.46]}

---

Entry 12:
{"formula": "C4H10N3O", "method": "ωB97M-V with the def2-TZVPD basis set", "e_above_lowest_kcal_mol": 99.35, "total_charge": 1, "gap_ev": 9.840, "e_homo_ev": -12.87, "energy_ha": -397.52094, "species": ["C", "C", "C", "C", "N", "N", "N", "O", "H", "H", "H", "H", "H", "H", "H", "H", "H", "H"], "coordinates": [[-1.1347, 0.9050, 0.4517], [2.5348, -0.8615, 0.3254], [2.9196, -0.0806, -0.9109], [1.7979, -0.7494, -0.9963], [-3.3726, 0.7123, 1.2794], [-2.1928, 1.4277, 1.0001], [0.5861, -1.1056, -1.6680], [-0.8072, -0.2546, 0.2601], [2.9990, -1.8533, 0.7534], [2.0575, -0.3063, 1.1748], [-0.4826, 1.8158, 0.2133], [3.7364, 0.4973, -1.2687], [-3.9142, 1.3007, 1.8992], [-3.1419, -0.3423, 1.4705], [-2.3085, 2.3992, 1.2412], [0.5297, -2.2078, -1.7715], [0.4393, -0.5455, -2.5539], [-0.2457, -0.7510, -0.8997]], "mulliken_charge": [0.21, -0.50, -0.18, -0.09, -0.58, 0.12, -0.32, -0.69, 0.23, 0.15, 0.27, 0.41, 0.25, 0.29, 0.25, 0.42, 0.39, 0.37]}